56
Properties=species:S:1:pos:R:3:forces:R:3 method="wB97M-V/def2-TZVPD" lumo_ev=0.5 orbital_gap_ha=0.34021 smiles="CCOc1ccc(N(CC(=O)NCc2ccc(Cl)cc2)S(=O)(=O)c2c(C)noc2C)cc1" fmax_ev_per_a=1.38 homo_ev=-8.739
C 3.75452 -6.47318 -2.19454 -0.2 0.4 0.1
C 2.84711 -5.25406 -2.24113 0.0 -0.3 -0.3
O 3.19415 -4.42003 -1.15085 0.1 0.1 0.2
C 2.52633 -3.25389 -0.97308 0.0 0.2 0.2
C 2.93057 -2.47999 0.11670 0.0 -0.2 -0.1
C 2.31153 -1.28135 0.40093 -0.1 0.1 -0.1
C 1.27852 -0.81539 -0.40886 0.3 -0.7 -0.3
C 0.88553 -1.57503 -1.50228 0.2 0.0 0.1
C 1.49300 -2.78625 -1.78033 0.1 -0.2 -0.1
H 1.15528 -3.35187 -2.63350 0.0 -0.1 -0.1
H 0.08188 -1.21945 -2.12503 0.0 0.0 -0.1
N 0.60164 0.40179 -0.16220 -0.9 0.2 0.0
S -0.99489 0.22719 0.36758 -0.3 -0.5 0.3
O -1.57428 -0.87240 -0.34182 0.2 -0.1 0.1
O -1.61876 1.50801 0.25629 0.2 -0.1 0.4
C -0.85802 -0.20491 2.07162 0.0 -0.3 -0.3
C -0.62003 -1.45633 2.57927 -0.1 0.4 -0.4
O -0.59442 -1.37533 3.91281 0.1 -0.8 -0.9
N -0.82349 -0.08994 4.29699 -0.3 1.3 0.5
C -0.98830 0.63127 3.22227 0.1 -0.4 0.0
C -1.29289 2.07609 3.26197 0.0 0.2 0.2
H -0.44777 2.66243 2.90123 0.0 0.0 0.0
H -1.52581 2.36961 4.28113 0.0 0.0 0.0
H -2.12890 2.28617 2.59781 -0.1 0.1 0.1
C -0.43115 -2.76469 1.91710 0.0 -0.1 0.2
H -0.83628 -2.71049 0.90989 0.0 -0.1 0.0
H -0.93598 -3.53933 2.48993 0.0 -0.1 0.0
H 0.62772 -3.01616 1.86008 0.0 0.0 0.0
C 1.31627 1.43722 0.55219 0.0 0.5 0.4
H 2.35067 1.45212 0.19416 -0.1 0.0 0.0
H 1.32785 1.27456 1.63830 0.1 0.1 -0.1
C 0.72159 2.82619 0.29984 0.5 -0.2 -0.2
O 0.68183 3.65566 1.18395 0.0 0.2 0.2
N 0.39743 3.05901 -0.98462 0.1 0.1 -0.4
H 0.26108 2.24369 -1.56468 0.0 0.0 0.1
C -0.34138 4.25567 -1.35762 0.0 0.0 0.1
C -1.81644 4.06264 -1.11909 0.0 0.2 -0.1
C -2.36429 4.37355 0.11811 0.0 0.1 -0.1
C -3.69576 4.11681 0.38291 -0.1 0.0 0.0
C -4.48216 3.54137 -0.60082 0.2 0.0 0.0
C -3.95607 3.22738 -1.84194 -0.1 -0.1 0.0
C -2.62170 3.48828 -2.09219 0.0 0.1 0.1
H -2.20486 3.23556 -3.05688 0.1 0.0 -0.1
H -4.58090 2.77508 -2.59632 -0.1 0.0 0.0
Cl -6.14503 3.20639 -0.27398 -0.3 -0.1 0.1
H -4.12137 4.35184 1.34629 -0.1 0.0 0.1
H -1.73593 4.80018 0.88450 0.1 0.1 0.1
H -0.13296 4.46664 -2.40909 0.0 0.1 0.1
H 0.04154 5.06641 -0.73420 0.0 0.0 -0.2
H 2.63724 -0.71226 1.25798 0.0 0.1 0.1
H 3.73515 -2.84580 0.73484 0.1 0.0 0.1
H 2.98615 -4.71314 -3.18713 -0.1 0.0 0.1
H 1.79493 -5.55961 -2.16083 0.1 0.1 0.0
H 3.51944 -7.14029 -3.01870 0.0 -0.1 -0.1
H 4.79368 -6.16515 -2.26914 0.1 0.0 0.0
H 3.61718 -7.00251 -1.25583 0.0 -0.1 0.1